# 1
{
  "formula": "C3H3NO2",
  "method": "ωB97M-V with the def2-TZVPD basis set",
  "elements": ["C", "C", "C", "H", "H", "H", "N", "O", "O"],
  "xyz": [[0.9337, 0.1185, -0.0742], [-0.2953, -0.7695, 0.1580], [-1.6631, -0.0481, -0.0665], [1.5316, 1.9873, -0.1592], [-0.2583, -1.7195, -0.4715], [-0.2150, -1.3043, 0.9675], [-2.6212, 0.5297, -0.2153], [0.6135, 1.4797, 0.1157], [1.9741, -0.2737, -0.2546]],
  "forces_ev_per_angstrom": [[-7.0, 3.5, 2.0], [-2.3, 2.0, -6.0], [4.5, -2.5, 1.1], [-3.3, -1.8, 1.1], [0.0, 1.7, -0.4], [0.1, -1.8, 5.6], [-2.1, 1.1, -0.4], [3.6, 0.1, -1.6], [6.5, -2.4, -1.4]],
  "molar_mass_g_mol": 85.06,
  "smiles": "N#CCC(=O)O",
  "multiplicity": 1
}



# 2
{
  "formula": "C3H3NO2",
  "method": "ωB97M-V with the def2-TZVPD basis set",
  "elements": ["C", "C", "C", "N", "O", "O", "H", "H", "H"],
  "xyz": [[-0.4709, 0.8691, 0.2245], [0.4453, 0.2159, 1.6642], [-0.1268, -0.8389, -1.5001], [-0.5374, 0.2871, -0.9163], [1.3362, 0.8280, 2.1933], [-0.6032, -1.9303, -1.5725], [-0.8158, 1.8699, 0.3396], [0.1487, -0.8008, 1.8448], [0.6238, -0.5000, -2.2775]],
  "forces_ev_per_angstrom": [[2.3, -2.7, 0.3], [0.1, 2.4, -2.5], [1.5, 0.1, -2.8], [-1.2, 2.5, 3.7], [-1.7, -0.9, -0.8], [-0.7, -0.8, 0.9], [-0.5, 0.7, 0.1], [-0.1, -0.8, 0.5], [0.2, -0.5, 0.7]],
  "molar_mass_g_mol": 85.06,
  "smiles": "O=C/C=N\\C=O",
  "multiplicity": 1
}



# 3
{
  "formula": "C3H3NO2",
  "method": "ωB97M-V with the def2-TZVPD basis set",
  "elements": ["O", "C", "C", "O", "C", "N", "H", "H", "H"],
  "xyz": [[-0.6756, 1.5564, 0.4800], [-0.2259, 0.3393, 0.0801], [-0.9469, -0.8157, 0.0699], [-0.2471, -1.8750, -0.2119], [1.1356, 0.0305, -0.1939], [1.4198, -1.1568, -0.5840], [-0.3126, 2.2186, -0.1197], [1.8776, 0.7403, 0.1781], [-2.0313, -0.8080, 0.2446]],
  "forces_ev_per_angstrom": [[0.0, 0.6, 0.0], [-0.1, -0.3, 0.4], [0.4, 0.5, -0.3], [1.8, 1.0, -1.0], [-0.4, -0.3, 0.5], [-2.3, -0.8, 1.3], [-0.2, 0.1, 0.1], [0.4, -0.2, -0.9], [0.5, -0.6, -0.1]],
  "molar_mass_g_mol": 85.06,
  "multiplicity": 1
}



# 4
{
  "formula": "C3H3NO2",
  "method": "ωB97M-V with the def2-TZVPD basis set",
  "elements": ["O", "C", "C", "O", "C", "N", "H", "H", "H"],
  "xyz": [[1.9644, -0.2024, 0.1337], [0.6274, -0.0398, 0.0386], [-0.0063, 1.1520, -0.1599], [-1.3243, 0.9819, -0.2013], [-1.4378, -0.6615, -0.1058], [-0.2427, -1.0716, 0.0795], [2.1503, -1.1472, 0.0699], [0.5280, 2.0891, -0.3427], [-2.2590, -1.1004, 0.4880]],
  "forces_ev_per_angstrom": [[0.2, -0.3, 0.0], [0.1, 0.5, -0.4], [0.4, -0.7, 0.0], [-0.6, -3.0, 0.2], [0.9, 3.0, 1.3], [-0.1, -0.2, -0.1], [0.0, 0.1, 0.0], [-0.8, -0.2, 0.0], [-0.1, 0.7, -1.1]],
  "molar_mass_g_mol": 85.06,
  "smiles": "Oc1cocn1",
  "multiplicity": 1
}



# 5
{
  "formula": "C3H3NO2",
  "method": "ωB97M-V with the def2-TZVPD basis set",
  "elements": ["C", "C", "C", "H", "H", "H", "N", "O", "O"],
  "xyz": [[-0.6437, -0.1888, -0.0939], [0.3737, -1.1736, -0.1016], [-0.0722, 1.1284, -0.0683], [-2.3321, -0.8665, 0.2792], [0.0919, -2.1814, 0.0432], [-0.2710, 2.2196, 0.0747], [1.5898, -0.5836, 0.0878], [-2.0627, 0.0068, 0.0448], [1.2421, 0.7829, 0.0267]],
  "forces_ev_per_angstrom": [[-1.9, 6.1, 0.1], [-0.2, 2.3, 1.4], [2.6, -4.8, 0.5], [-1.3, -0.9, 0.3], [0.7, -1.1, -0.2], [-0.2, -1.5, -0.4], [-3.7, 0.9, -1.2], [1.9, -2.0, -0.7], [2.1, 1.1, 0.2]],
  "molar_mass_g_mol": 85.06,
  "smiles": "Oc1cnoc1",
  "multiplicity": 1
}



# 6
{
  "formula": "C3H3NO2",
  "method": "ωB97M-V with the def2-TZVPD basis set",
  "elements": ["C", "C", "C", "N", "O", "O", "H", "H", "H"],
  "xyz": [[-0.0433, -1.5999, -0.3831], [-0.0887, 0.7461, -0.7033], [-0.4598, 0.1363, 0.5994], [0.2730, -2.6707, -0.6083], [0.9559, 1.2754, -0.8974], [0.4816, 0.3538, 1.5206], [-0.8255, 0.7088, -1.3935], [-1.5063, 0.1272, 0.8979], [1.2132, 0.9231, 0.9677]],
  "forces_ev_per_angstrom": [[-1.5, 3.4, 2.2], [0.1, 0.1, 1.5], [2.5, -1.4, -0.5], [0.5, -1.6, -0.6], [1.6, 0.7, 0.5], [0.8, 1.5, -1.8], [-2.5, -0.2, -2.7], [0.2, -0.6, 0.1], [-1.7, -1.8, 1.5]],
  "molar_mass_g_mol": 85.06,
  "multiplicity": 1
}



# 7
{
  "formula": "C3H3NO2",
  "method": "ωB97M-V with the def2-TZVPD basis set",
  "elements": ["O", "C", "N", "C", "C", "O", "H", "H", "H"],
  "xyz": [[-0.2545, 0.9507, 2.2773], [-0.1569, 0.5820, 1.1336], [-0.2628, -0.6903, 0.6175], [0.0143, -0.6816, -0.7405], [0.1742, 0.5878, -1.1051], [0.0249, 1.4067, 0.0029], [-0.2873, -1.5347, 1.1613], [0.2491, -1.5853, -1.2768], [0.4990, 0.9647, -2.0701]],
  "forces_ev_per_angstrom": [[0.2, 0.0, -1.1], [-0.5, 0.1, 0.0], [0.3, 0.0, 0.0], [0.4, 0.0, -0.2], [0.2, -0.3, 0.0], [0.1, -0.4, 0.5], [-0.1, 0.3, 0.3], [-0.3, 0.1, -0.1], [-0.3, 0.3, 0.5]],
  "molar_mass_g_mol": 85.06,
  "smiles": "O=c1[nH]cco1",
  "multiplicity": 1
}



# 8
{
  "formula": "C3H3NO2",
  "method": "ωB97M-V with the def2-TZVPD basis set",
  "elements": ["C", "C", "O", "O", "C", "N", "H", "H", "H"],
  "xyz": [[0.1644, 0.0431, -0.1485], [-1.3991, 0.0491, -0.1092], [0.7557, 1.2606, -0.1329], [0.6406, -0.8042, -1.0976], [-1.0728, -0.2919, 1.1584], [-0.1240, -0.4136, 1.8910], [1.4560, 1.3628, 0.5268], [1.5469, -0.5856, -1.3557], [-1.9677, -0.6202, -0.7324]],
  "forces_ev_per_angstrom": [[-4.6, 1.1, -4.3], [1.7, 0.5, -1.3], [0.5, -0.5, 1.1], [0.1, -0.2, 1.8], [3.0, -0.8, 1.9], [-0.9, 0.0, 0.8], [0.0, -0.2, 0.0], [0.1, 0.1, 0.3], [0.1, 0.0, -0.2]],
  "molar_mass_g_mol": 85.06,
  "multiplicity": 1
}



# 9
{
  "formula": "C3H3NO2",
  "method": "ωB97M-V with the def2-TZVPD basis set",
  "elements": ["O", "C", "C", "O", "C", "N", "H", "H", "H"],
  "xyz": [[-0.0380, -0.4763, 1.3757], [-0.5394, 0.2042, 0.2766], [0.8351, 0.6919, -0.2021], [1.7512, -0.0988, -0.0943], [-1.1790, -0.7315, -0.6963], [-1.6256, -1.5160, -1.4199], [0.9695, -0.8398, 0.7933], [-1.2397, 1.0468, 0.4339], [1.0659, 1.7195, -0.4670]],
  "forces_ev_per_angstrom": [[1.2, -1.6, -0.7], [0.4, 0.0, -0.2], [0.4, 0.5, -0.9], [0.2, 0.3, -0.5], [-0.2, -0.6, -0.7], [0.4, 0.9, 0.7], [-2.7, 0.6, 2.2], [0.4, -0.4, 0.4], [-0.2, 0.3, -0.4]],
  "molar_mass_g_mol": 85.06,
  "multiplicity": 1
}



# 10
{
  "formula": "C3H3NO2P",
  "method": "ωB97M-V with the def2-TZVPD basis set",
  "elements": ["C", "C", "C", "N", "O", "O", "P", "H", "H", "H"],
  "xyz": [[0.1358, -0.3183, 1.0031], [1.6354, -0.2679, 1.0791], [1.9345, 0.7356, 0.0613], [-0.6919, 0.3025, 1.7259], [2.3377, -1.0878, 1.6300], [2.4893, 1.8156, 0.1722], [0.7954, 0.3667, -1.3677], [0.0542, -1.0947, 0.1845], [-1.7313, 0.2738, 1.4744], [1.1644, 1.5737, -1.8281]],
  "forces_ev_per_angstrom": [[-0.4, -1.6, -0.4], [0.4, -0.6, 1.1], [-1.2, 0.9, -2.2], [-1.6, 0.5, 0.3], [-0.1, 0.3, 0.2], [1.0, 0.1, 0.7], [0.7, -1.2, 0.4], [-1.2, 0.4, 0.8], [2.1, -0.6, 0.1], [0.4, 1.7, -1.1]],
  "molar_mass_g_mol": 116.04,
  "smiles": "[H]/N=C/C(=O)/C([O-])=P/[H]",
  "multiplicity": 1,
  "charge": -1
}



# 11
{
  "formula": "C3H3NO2S",
  "method": "ωB97M-V with the def2-TZVPD basis set",
  "elements": ["C", "C", "C", "N", "O", "O", "S", "H", "H", "H"],
  "xyz": [[-0.6128, -1.6582, -0.7273], [0.1292, 0.4178, -1.2736], [0.0834, 0.3049, 0.1664], [-0.3019, -1.0280, 0.4205], [0.5077, -0.0103, 2.7874], [-0.3554, -0.8690, -1.7068], [0.9624, -0.4985, 1.5395], [-0.6387, 1.2875, -1.6166], [1.2420, 0.6425, -1.5233], [-1.0158, 1.4113, 1.9339]],
  "forces_ev_per_angstrom": [[-0.2, -3.3, -0.1], [0.6, 3.5, -0.8], [-0.5, -0.3, 2.6], [-0.4, 1.8, 1.3], [-0.7, 0.2, 1.7], [0.0, 1.0, -1.4], [0.8, -0.3, -2.3], [2.1, -2.1, 0.4], [-2.0, -0.4, -0.5], [0.3, -0.2, -0.8]],
  "molar_mass_g_mol": 117.13,
  "multiplicity": 1
}



# 12
{
  "formula": "C3H3NO2S",
  "method": "ωB97M-V with the def2-TZVPD basis set",
  "elements": ["C", "C", "C", "H", "H", "H", "N", "O", "O", "S"],
  "xyz": [[-0.5045, -0.2351, -0.1056], [1.4032, -1.0551, -0.1645], [0.3296, 0.7764, -0.1992], [-2.5631, -1.1462, 0.8915], [2.3707, -1.5729, -0.2001], [-0.7911, 2.3708, 0.2773], [0.1446, -1.4380, 0.0162], [1.6286, 0.3322, -0.2323], [0.1724, 2.0439, -0.0198], [-2.1903, -0.0760, -0.2635]],
  "forces_ev_per_angstrom": [[-1.3, -1.2, 0.2], [-0.1, -0.1, 0.9], [1.5, 0.1, 0.8], [0.8, 2.6, -2.5], [-1.0, -0.2, 0.1], [3.0, -1.8, -1.0], [3.8, 0.6, -1.5], [-2.0, -1.5, -0.2], [-2.5, 3.9, 0.6], [-2.2, -2.4, 2.6]],
  "molar_mass_g_mol": 117.13,
  "smiles": "Oc1ocnc1S",
  "multiplicity": 1
}



# 13
{
  "formula": "C3H3NO2S",
  "method": "ωB97M-V with the def2-TZVPD basis set",
  "elements": ["C", "C", "C", "N", "O", "O", "S", "H", "H", "H"],
  "xyz": [[1.9894, 1.8157, -0.0347], [1.5065, 0.4527, 0.1091], [0.0958, -0.0108, 0.1363], [2.2444, 2.9125, -0.2323], [2.2165, -1.9872, 0.1176], [4.1055, -0.2180, 0.1890], [2.7190, -0.6828, -0.0313], [-0.1444, -0.6864, -0.6137], [0.0041, -0.6833, 0.9969], [-0.5367, 0.8241, 0.0343]],
  "forces_ev_per_angstrom": [[-1.3, -1.8, -0.1], [2.7, 0.0, -0.7], [1.2, -0.5, 1.3], [0.4, 0.9, 0.1], [0.0, -2.2, -0.1], [-2.6, -1.4, -0.8], [1.3, 4.3, 1.5], [-0.2, -1.0, -2.0], [-0.6, 0.8, 0.5], [-1.0, 0.8, 0.5]],
  "molar_mass_g_mol": 117.13,
  "smiles": "CC(C#N)=S(=O)=O",
  "multiplicity": 1
}



# 14
{
  "formula": "C3H3NO2S2",
  "method": "ωB97M-V with the def2-TZVPD basis set",
  "elements": ["C", "C", "C", "H", "H", "H", "N", "O", "O", "S", "S"],
  "xyz": [[-1.4650, 0.2410, 0.7030], [0.0495, 0.1514, 0.7457], [1.9936, -0.3104, -0.6325], [-2.8733, 0.0850, -0.5229], [0.0431, -0.2306, -1.2921], [2.5333, -0.1935, 0.3198], [0.6376, -0.1281, -0.4724], [-1.9138, 0.0181, -0.5192], [0.6701, 0.3124, 1.7709], [-2.3921, 0.6348, 1.9830], [2.7171, -0.5799, -2.0833]],
  "forces_ev_per_angstrom": [[-0.5, 0.6, 1.1], [0.6, 0.0, 0.9], [0.3, 0.3, -0.5], [-0.4, 0.1, 0.0], [0.3, 0.0, 0.2], [-0.2, -0.2, -0.5], [0.2, -0.2, -0.5], [0.0, -0.3, -0.7], [-0.3, -0.1, -0.6], [0.5, -0.3, -0.6], [-0.6, 0.1, 1.1]],
  "molar_mass_g_mol": 149.20,
  "smiles": "O=C(NC=S)C(O)=S",
  "multiplicity": 1
}



# 15
{
  "formula": "C3H3NO2S2",
  "method": "ωB97M-V with the def2-TZVPD basis set",
  "elements": ["C", "C", "C", "H", "H", "H", "N", "O", "O", "S", "S"],
  "xyz": [[0.8725, -0.5905, -1.5952], [0.0759, 0.4895, -0.6100], [-1.4177, 0.1842, 1.6712], [1.5114, -0.8621, 0.1424], [-0.0446, 1.2808, -1.2409], [-2.5552, 0.1254, 2.1712], [-0.2851, 0.4316, 2.2859], [1.8628, -1.3328, -0.9102], [0.7487, -0.6267, -2.8364], [-1.7085, 0.0851, -0.0487], [0.9399, 0.8155, 0.9708]],
  "forces_ev_per_angstrom": [[1.7, -1.2, -1.9], [-0.5, -3.3, 0.9], [-1.2, 0.5, 1.5], [2.2, -2.0, -2.9], [-0.1, 2.6, -1.3], [3.5, -0.1, -0.6], [-1.8, 0.0, -3.2], [-4.5, 3.7, 2.4], [-0.2, 0.4, 4.6], [1.5, 0.0, -0.2], [-0.6, -0.6, 0.7]],
  "molar_mass_g_mol": 149.20,
  "smiles": "O=C(O)[C@H]1SC=NS1",
  "multiplicity": 1
}



# 16
{
  "formula": "C3H3NO3",
  "method": "ωB97M-V with the def2-TZVPD basis set",
  "elements": ["C", "C", "C", "H", "H", "H", "N", "O", "O", "O"],
  "xyz": [[-0.8237, 0.6225, 0.0773], [0.6548, 0.5357, 0.0130], [1.2663, -0.8370, -0.0149], [-3.2690, -1.0842, 0.0378], [-1.2479, 1.6411, 0.2800], [0.5885, -1.7145, -0.0954], [-1.4973, -0.4541, -0.0403], [-2.8544, -0.2239, -0.0212], [1.3574, 1.5014, -0.0692], [2.4752, -0.9764, 0.0413]],
  "forces_ev_per_angstrom": [[-0.5, 0.8, 0.5], [-0.3, 0.0, -0.3], [1.8, -1.5, 0.0], [0.1, -0.5, -0.1], [0.1, -1.0, -0.4], [0.2, 0.4, 0.0], [-0.2, 0.3, -0.1], [0.3, 0.7, 0.2], [0.0, 0.6, 0.1], [-1.6, 0.2, -0.1]],
  "molar_mass_g_mol": 101.06,
  "smiles": "O=CC(=O)/C=N/O",
  "multiplicity": 1
}



# 17
{
  "formula": "C3H3NO3",
  "method": "ωB97M-V with the def2-TZVPD basis set",
  "elements": ["C", "C", "C", "H", "H", "H", "N", "O", "O", "O"],
  "xyz": [[1.5649, -0.1108, -0.1246], [0.8682, 1.0187, 0.1306], [-0.5364, 0.6629, 0.0202], [-2.4314, -1.5104, 0.6507], [2.6749, -0.3333, -0.1690], [0.8168, 2.1414, -0.0589], [-0.4603, -0.6763, 0.1497], [-1.6815, -1.2518, -0.1494], [0.8019, -1.2386, -0.2092], [-1.6171, 1.2981, -0.2401]],
  "forces_ev_per_angstrom": [[1.9, 0.5, 0.3], [-1.3, 2.5, -1.7], [-2.2, 1.8, -1.2], [4.2, 1.3, -2.2], [-1.7, 0.4, -0.1], [2.0, -1.5, 0.7], [-3.7, -1.5, 1.5], [-1.6, -2.5, 0.7], [-1.5, 0.8, 0.7], [4.0, -1.7, 1.5]],
  "molar_mass_g_mol": 101.06,
  "smiles": "O=c1ccon1O",
  "multiplicity": 1
}



# 18
{
  "formula": "C3H3NO3",
  "method": "ωB97M-V with the def2-TZVPD basis set",
  "elements": ["N", "C", "O", "C", "O", "C", "O", "H", "H", "H"],
  "xyz": [[-0.5820, 1.2881, -0.7943], [-0.4597, 0.1166, -0.3958], [0.5918, -0.7656, -0.5117], [1.8372, -0.3544, -0.1219], [2.0994, 0.7047, 0.3600], [-1.9833, -0.0832, 1.3089], [-1.5087, -0.5789, 0.1754], [0.2771, 1.6460, -1.2042], [2.5416, -1.1709, -0.3267], [-2.8132, -0.8021, 1.5104]],
  "forces_ev_per_angstrom": [[0.1, -0.5, 0.2], [0.1, 0.5, -0.3], [0.0, 0.1, 0.1], [0.2, 0.4, 0.2], [-0.1, -0.5, -0.3], [0.0, -0.3, -0.3], [-0.2, 0.1, 0.3], [0.0, 0.0, 0.1], [-0.1, 0.1, 0.1], [0.1, 0.1, 0.0]],
  "molar_mass_g_mol": 101.06,
  "multiplicity": 1
}



# 19
{
  "formula": "C3H3NO3",
  "method": "ωB97M-V with the def2-TZVPD basis set",
  "elements": ["C", "C", "C", "N", "O", "O", "O", "H", "H", "H"],
  "xyz": [[1.1564, -0.3559, -1.2177], [-0.1155, -0.0879, -0.6016], [2.4255, -0.2002, -0.9286], [0.0622, 0.3488, 1.7344], [3.5647, -0.0876, -0.7436], [-0.5434, 0.2086, 0.5745], [-0.9736, 0.6279, 2.6435], [1.0414, -0.7377, -2.2274], [-0.9612, -0.1588, -1.2685], [-0.5045, 0.8782, 3.4458]],
  "forces_ev_per_angstrom": [[-1.0, -0.1, 0.0], [0.4, -0.3, -1.4], [1.0, 0.3, 0.8], [1.5, -0.1, 0.1], [-0.4, -0.1, 0.0], [-1.6, 0.5, 1.6], [-0.3, -0.2, -0.9], [0.0, 0.0, 0.0], [0.0, 0.0, 0.0], [0.3, 0.0, -0.1]],
  "molar_mass_g_mol": 101.06,
  "multiplicity": 1
}



# 20
{
  "formula": "C3H3NO3",
  "method": "ωB97M-V with the def2-TZVPD basis set",
  "elements": ["C", "C", "O", "O", "C", "O", "N", "H", "H", "H"],
  "xyz": [[-0.5155, -0.2296, -0.4554], [-0.0066, 0.8542, 0.3105], [-0.3411, 2.1182, 0.3817], [-1.0690, -1.3323, 0.2060], [1.3866, -0.6325, -0.0343], [1.1882, 0.5469, 0.7776], [2.1158, -1.5380, -0.1896], [-1.2747, 2.2309, 0.1523], [-0.4153, -2.0491, 0.2088], [-1.0684, 0.0313, -1.3577]],
  "forces_ev_per_angstrom": [[-0.6, 0.4, 0.0], [0.0, -0.1, -0.8], [0.2, -0.4, 0.1], [0.5, -0.1, 0.0], [0.4, 0.3, 0.9], [0.2, -0.4, -0.1], [-0.5, 0.4, -0.1], [0.0, -0.1, 0.0], [-0.1, 0.0, -0.1], [-0.1, 0.1, 0.1]],
  "molar_mass_g_mol": 101.06,
  "multiplicity": 1
}



Energy relative to the best compared isomer or geometry (same formula, charge and spin) per entry: 176.5 312.9 396.1 247.3 400.8 369.9 65.3 549.9 314.9 184.2 991.6 291.4 382.3 9.1 235.6 335.3 610.2 425.1 675.1 507.8 kJ/mol